Entry from the Open Molecules 2025 dataset: a molecular structure, C2H3I3O2 (ωB97M-V/def2-TZVPD).

XYZ file:
```
10
Properties=species:S:1:pos:R:3:forces:R:3
C -0.91114 0.68806 -0.50181 -0.453 -0.319 -1.057
C 0.85758 -1.18015 0.23394 -3.351 -2.431 2.376
O 0.31500 -1.25255 1.31388 0.225 -0.118 -1.552
O 1.95719 -0.60499 0.09616 3.441 2.466 0.224
I -2.06636 1.04637 1.34067 -1.172 0.013 -0.348
I -0.24059 2.52002 -1.42117 -0.167 0.058 0.098
I 0.32043 -2.51085 -1.40305 -0.050 0.260 0.067
H -1.82929 0.40980 -1.10703 0.769 0.211 0.332
H -0.82205 1.45019 2.18415 1.064 0.161 0.682
H 2.41923 -0.56590 -0.73573 -0.306 -0.302 -0.825
```
Positions in Å, forces in eV/Å.

Calculated values
- Energy: -30515.308 eV
- Frontier orbital gap: 0.2805 Ha
- HOMO: -8.007 eV
- Energy above the lowest of the compared OMol25 structures with the same formula, charge and spin: 83.3 kcal/mol

Löwdin atomic charge list, values in e, 6 entries: atom 1 (C): -1.134, atom 2 (C): -1.082, atom 3 (O): -0.065, atom 4 (O): 0.070, atom 5 (I): 1.087, atom 6 (I): 0.532